An isolated molecule of C5H9Cl2N at a distorted geometry, computed with ωB97M-V/def2-TZVPD.

```
17
Properties=species:S:1:pos:R:3:forces:R:3
C 0.56210 -2.18213 -0.02884 0.4 0.2 0.1
N 0.71631 -0.82277 -0.47697 1.1 0.1 -2.5
C -0.48505 -0.07895 -0.27359 0.0 -0.9 -0.3
C -0.46251 1.31628 -0.86913 -0.9 0.8 0.6
Cl 0.41081 1.60097 -2.38230 -0.1 0.0 0.1
C 0.10038 1.84933 0.46493 0.7 0.5 -0.7
C -0.47675 0.60398 1.12455 -0.6 -0.2 0.1
Cl 0.47038 -0.12350 2.46125 -0.3 0.3 -0.3
H 0.14367 -2.22896 0.93866 0.1 0.4 1.5
H 1.49963 -2.69014 -0.03184 0.7 -0.4 0.1
H -0.15099 -2.77429 -0.52729 -1.0 -0.7 -1.7
H 1.02991 -0.80547 -1.51167 -0.8 0.1 2.3
H -1.37206 -0.67171 -0.55171 -0.1 0.1 0.3
H -1.51126 1.67515 -0.96191 0.8 -0.2 -0.4
H -0.15108 2.87617 0.73056 -0.3 -0.2 0.3
H 1.18730 1.76789 0.43900 0.0 -0.1 0.1
H -1.51081 0.68816 1.45630 0.2 0.3 0.3
```
Forces are in eV/Å.

charge	0
SMILES	CN[C@@H]1[C@H](Cl)C[C@@H]1Cl
energy relative to the best compared isomer or geometry (same formula, charge and spin)	0.4954	eV
LUMO	0.842	eV
Kohn-Sham gap	9.9	eV

---

An isolated molecule of C5H8 at a distorted geometry, computed with ωB97M-V/def2-TZVPD.

```
13
Properties=species:S:1:pos:R:3:forces:R:3
C -1.08499 0.59763 0.53341 -2.4 0.4 -0.2
C -1.26338 -0.30620 -0.43079 1.0 -1.1 -0.1
C 0.12954 -0.86395 -0.94195 -2.3 -0.4 1.7
C 1.11929 -0.04337 -0.16417 1.4 1.2 0.5
C 0.34343 0.77321 0.91639 0.2 -0.7 2.0
H -1.99803 1.05569 1.05653 1.7 -0.5 -0.6
H -2.19992 -0.81007 -0.75748 0.7 0.9 0.2
H 0.13951 -0.68722 -2.00056 0.5 -0.5 -0.6
H 0.19898 -1.92060 -0.62984 -0.1 0.2 -0.7
H 1.50666 0.67836 -0.88813 0.3 0.2 0.3
H 2.02051 -0.56511 0.27773 -1.2 0.3 -0.6
H 0.72976 1.80759 1.05010 -0.4 -0.6 -0.2
H 0.35864 0.28404 1.97877 0.6 0.8 -1.6
```
Forces are in eV/Å.

charge	0
SMILES	C1=CCCC1
energy relative to the best compared isomer or geometry (same formula, charge and spin)	0.5506	eV
LUMO	1.209	eV
Kohn-Sham gap	10.2	eV

---

A cluster of 2 separate species, C5H14 in total at a distorted geometry, computed with ωB97M-V/def2-TZVPD.

```
19
Properties=species:S:1:pos:R:3:forces:R:3
C 2.73686 -0.38683 0.51199 -0.8 0.6 -0.6
C 1.62745 0.67356 0.61804 0.9 1.7 0.4
C 0.62483 0.34788 1.73046 0.3 -0.8 -0.7
H 2.17195 -1.31648 0.43073 0.8 -0.5 0.2
H 3.43958 -0.30785 1.34065 -0.4 -0.5 0.4
H 3.38521 -0.23337 -0.35250 -0.3 -0.1 -0.3
H 2.13268 1.61052 0.85464 0.1 0.3 0.3
H 1.17304 0.98002 -0.33335 -0.3 -0.9 0.0
H 1.09900 0.37165 2.71214 0.0 0.0 0.0
H -0.28451 0.94473 1.75292 0.1 0.2 -0.1
H 0.35290 -0.69060 1.51648 -0.4 0.0 0.4
C -2.25181 -0.51288 -0.62566 -0.8 -0.1 -0.5
C -2.34356 0.08322 -2.05623 0.5 -0.5 0.5
H -3.01062 -1.29364 -0.56064 0.0 -0.1 0.2
H -1.30672 -1.02839 -0.48182 0.2 0.3 0.2
H -2.50120 0.17047 0.18241 0.5 0.2 0.0
H -1.34028 0.26329 -2.44803 -0.1 -0.1 -0.1
H -2.87548 1.02485 -2.15405 -0.3 -0.1 0.2
H -2.82932 -0.70016 -2.63818 0.1 0.4 -0.5
```
Forces are in eV/Å.

charge	0
SMILES	CCC.CC
energy relative to the best compared isomer or geometry (same formula, charge and spin)	0.4822	eV
LUMO	1.140	eV
Kohn-Sham gap	12.3	eV

---

Q: Which of these has the lowest energy relative to the best compared isomer or geometry (same formula, charge and spin)?
A: C5H14